(1)
Here is the molecule C10H11NO4 in a non-equilibrium geometry from the Open Molecules 2025 dataset. Energies are from ωB97M-V/def2-TZVPD.

Results
**⟨S²⟩**: 2.014
**E**: -20222.475 eV
**Multiplicity**: 3
**HOMO-LUMO gap (spin up / spin down)**: 6.56 / 7.27 eV

Each line ends with the Mulliken spin population.
CARTESIAN COORDINATES (ANGSTROEM)
H1 -3.1769 -1.5467 -2.0415  0.0002
H2 -3.5139 -0.6135 1.0859  0.0002
C1 2.3535 -1.3501 -0.1377  0.5887
O1 -0.1911 -2.6692 -0.2740  0.1331
O2 3.2940 -1.8023 -0.7044  0.4496
H3 1.8068 2.3094 1.5788  -0.0005
H4 -3.9649 0.4393 -0.2515  0.0002
C2 -0.9895 -0.5703 0.7337  -0.0020
H5 -4.7437 -1.6287 -1.2200  -0.0002
H6 -3.4665 -2.6248 -0.7383  0.0000
H7 1.7801 2.2406 -1.1400  -0.0005
C3 -3.7375 -1.6105 -1.0481  -0.0005
H8 -1.4961 -1.0260 1.5721  -0.0049
C4 2.5589 1.9298 -0.4044  0.0009
H9 3.0504 1.0025 1.3828  -0.0049
C5 1.2607 -0.8432 0.3439  0.4804
O3 -0.7825 1.7873 1.3568  0.0905
H10 4.7410 1.7538 -0.3363  0.0006
C6 2.0912 1.3802 0.9899  0.0284
C7 0.0090 -1.5745 0.2121  0.0735
C8 -0.2893 0.7128 1.0507  -0.0392
C9 -3.3280 -0.4841 -0.0692  0.0005
O4 -1.9343 -0.2201 -0.2142  -0.0004
C10 3.8143 2.1115 -0.8007  0.0041
N1 1.0593 0.3982 0.9501  0.2013
H11 3.7948 2.4985 -1.8765  0.0007


(2)
Here is the molecule C10H11NOSi in a non-equilibrium geometry from the Open Molecules 2025 dataset. Energies are from ωB97M-V/def2-TZVPD.

Results
**E**: -21957.260 eV
**HOMO-LUMO gap (spin up / spin down)**: 6.44 / 6.45 eV
**Energy relative to the best compared isomer or geometry (same formula, charge and spin)**: 2.318 eV

Each line ends with the Löwdin charge.
CARTESIAN COORDINATES (ANGSTROEM)
H1 -3.5904 1.4637 1.3398  -0.0376
H2 -3.8260 1.8193 -1.0308  -0.0010
C1 -1.5875 0.4072 -0.3107  -0.2661
H3 1.9839 -1.6626 -1.2736  0.1218
C2 -2.0437 -0.8900 -0.2497  -0.0719
O1 -2.2379 3.1454 0.4313  -0.2371
H4 1.3794 0.3822 -2.0415  0.1484
C3 -0.3229 -2.8234 0.6130  -0.0814
C4 -1.3827 -3.6702 0.6571  -0.0761
N1 -2.6622 -1.8933 -0.2699  0.1690
H5 2.2930 -0.5657 1.4572  0.0841
C5 -0.4099 0.7698 -0.9567  -0.0863
C6 0.5314 -2.0530 0.1570  0.0048
C7 1.4685 -1.1712 -0.4838  -0.3104
H6 -3.4321 -3.7747 0.1198  0.0739
C8 0.5366 -0.1718 -1.4914  -0.1210
C9 2.4071 -0.3512 0.3803  -0.0669
H7 -1.4298 3.1786 0.9728  0.0651
H8 3.5077 -0.5787 0.1772  0.0975
H9 -0.1042 -0.8167 -1.9561  0.0829
H10 2.2546 0.7290 0.1245  0.0814
Si1 -2.8858 1.6686 0.1493  0.5719
H11 -0.1858 1.7690 -0.9033  0.0741
C10 -2.5040 -3.2368 0.1160  -0.2189


(3)
Here is the molecule C10H11P in a non-equilibrium geometry from the Open Molecules 2025 dataset. Energies are from ωB97M-V/def2-TZVPD.

Results
**E**: -19836.445 eV
**HOMO-LUMO gap**: 9.95 eV
**Energy relative to the best compared isomer or geometry (same formula, charge and spin)**: 0.000 eV

Each line ends with the Löwdin charge.
CARTESIAN COORDINATES (ANGSTROEM)
H1 1.8673 -1.9581 -1.9203  -0.0635
C1 -0.4276 0.6475 -0.5086  -0.1359
C2 -0.2225 -0.7242 -1.6304  -0.3766
H2 -0.0088 -1.7944 1.3570  0.1114
H3 -0.8022 -0.5996 -2.5383  0.0865
H4 -1.5467 -1.9131 -0.4040  0.1075
H5 1.0800 -2.8311 0.4399  0.1014
C3 -0.3247 2.4068 1.5611  -0.0894
H6 2.3543 -0.7395 0.7292  0.1082
C4 -1.3933 1.6128 -0.4521  -0.0512
C5 0.4999 -1.9086 0.3972  -0.2045
H7 -2.1733 1.6831 -1.1932  0.1070
H8 -0.2903 3.1112 2.3812  0.0999
C6 -1.3255 2.5106 0.6100  -0.0912
H9 1.4154 1.3346 2.2368  0.1106
C7 0.6400 1.4086 1.4860  -0.0294
C8 0.5853 0.5167 0.4313  -0.2814
P1 1.6204 -0.5827 -1.7054  0.9702
H10 -0.3965 -2.8450 -1.3642  0.1001
H11 -2.0592 3.2996 0.6888  0.0990
C9 -0.5167 -1.9372 -0.7652  -0.2442
C10 1.4250 -0.6978 0.1634  -0.4344


(4)
Here is a structure of composition C10H12AuNS3Se4 from the Open Molecules 2025 dataset. Energies are from ωB97M-V/def2-TZVPD.

Results
**⟨S²⟩**: 2.017
**E**: -309639.682 eV
**Multiplicity**: 3
**HOMO-LUMO gap (spin up / spin down)**: 5.91 / 4.70 eV
**Total charge**: -2

Each line ends with the Mulliken spin population.
CARTESIAN COORDINATES (ANGSTROEM)
H1 3.3960 -0.9119 4.8106  0.0002
C1 3.3087 -0.7205 2.6774  0.0030
C2 1.1611 -0.1823 1.7036  0.0756
H2 4.5873 1.4095 1.6175  0.0001
S1 -0.2312 3.0263 1.1060  0.5204
H3 -0.4289 -0.0666 3.1341  -0.0037
C3 -1.2016 3.2542 -0.2969  -0.0369
Se1 1.2953 -4.3630 -1.4779  0.3344
C4 2.5214 -0.4693 1.5572  -0.0644
Se2 0.2852 -3.9245 0.4618  0.4414
C5 4.9428 1.0788 0.6284  -0.0003
H4 0.9529 -0.5554 5.0828  -0.0007
H5 3.5287 2.5993 -0.9722  0.0017
H6 3.9254 -1.3289 0.1961  0.0111
Se3 -1.2117 -1.7789 -2.7716  0.1045
Au1 -0.0400 0.5777 0.2244  0.3889
Se4 -0.0031 -3.5457 -3.3755  0.1336
H7 2.5296 2.1856 0.4390  -0.0023
C6 3.1810 -0.5230 0.1966  0.0134
C7 1.4060 -0.5170 4.0999  -0.0029
C8 0.6282 -0.2454 2.9886  -0.0200
H8 2.1699 1.4728 -1.1515  0.0043
C9 2.7642 -0.7273 3.9480  0.0025
C10 2.9731 1.7929 -0.4881  -0.0002
S2 -1.3575 1.9025 -1.3299  0.0843
N1 3.8720 0.6839 -0.2567  -0.0050
S3 -1.9183 4.7250 -0.5527  0.0476
H9 5.6307 0.2415 0.7560  -0.0001
H10 5.4824 1.9110 0.1692  -0.0002
H11 4.3682 -0.9222 2.5512  0.0012
H12 2.4295 -0.7593 -0.5608  -0.0311


(5)
Here is a cluster of 2 separate species, C10H12BN2O4P in total from the Open Molecules 2025 dataset. Energies are from ωB97M-V/def2-TZVPD.

Results
**E**: -31700.256 eV
**HOMO-LUMO gap**: 8.05 eV

Each line ends with the Löwdin charge.
CARTESIAN COORDINATES (ANGSTROEM)
H1 4.7975 0.8237 3.4472  -0.0315
H2 -3.2053 -3.6707 0.8166  0.1021
H3 -6.4918 -1.9363 -1.3131  0.1051
O1 1.9922 1.0821 -2.5461  0.1928
N1 -2.7290 -2.1150 -0.4358  0.0537
O2 4.6029 3.9512 -0.3922  0.1570
C1 3.3215 2.0661 0.4565  -0.1966
C2 2.5799 1.5579 -1.6311  -0.3853
P1 3.6984 2.2341 2.2241  0.7417
H4 -4.8556 -0.3620 -2.3576  0.1015
H5 -0.2063 0.8238 -0.6069  0.0663
O3 2.2452 -1.0283 0.9995  0.1726
C3 3.8852 3.0169 -0.5543  -0.4446
B1 1.6503 -0.0434 0.2920  -0.4778
C4 0.1389 -0.0905 -0.1281  -0.0048
H6 -2.4594 -0.5506 -1.7366  0.0977
C5 -4.9668 -2.9269 -0.1658  -0.0744
C6 -5.4390 -1.9867 -1.0673  -0.0805
C7 2.5554 1.1729 -0.1728  0.0285
O4 3.4340 2.6368 -1.7971  0.1495
H7 2.6011 3.0222 2.6158  0.0107
H8 0.0382 -0.9236 -0.8290  0.0792
H9 -5.6335 -3.6312 0.3127  0.1005
C8 -4.5346 -1.1125 -1.6482  -0.0711
C9 -3.6086 -2.9487 0.1148  -0.1549
N2 3.8874 0.9097 3.0152  -0.2816
H10 4.7597 3.1498 2.1706  0.0139
H11 -0.4836 -0.3270 0.7389  0.0710
H12 1.6215 -1.5757 1.4795  0.1139
C10 -3.1957 -1.2180 -1.3015  -0.1547


(6)
Here is a structure of composition C10H12Br6F6O4 in a non-equilibrium geometry from the Open Molecules 2025 dataset. Energies are from ωB97M-V/def2-TZVPD.

Results
**E**: -455314.287 eV
**HOMO-LUMO gap**: 9.88 eV
**Energy relative to the best compared isomer or geometry (same formula, charge and spin)**: 0.222 eV

Each line ends with the Löwdin charge.
CARTESIAN COORDINATES (ANGSTROEM)
C1 4.6925 10.7311 -53.7579  -1.5705
Br1 14.2979 11.0022 -50.6473  0.5681
H1 10.2964 12.8560 -47.7238  0.0683
O1 8.7967 11.3396 -49.5970  0.1515
Br2 11.9590 13.1964 -50.0722  0.6542
H2 11.9085 10.7175 -49.9406  -0.0271
H3 9.7648 15.6220 -46.5601  0.0791
O2 11.2527 13.3612 -46.0040  0.0469
Br3 5.5021 12.4647 -53.3962  0.6003
H4 9.9298 14.1490 -52.4056  0.0557
H5 9.2399 13.1682 -46.3867  0.1335
C2 9.9536 14.9408 -47.3861  -0.0595
F1 13.0583 15.2578 -44.0768  0.1767
H6 7.4588 14.0536 -50.6611  0.1329
C3 12.6250 14.0011 -44.1218  -0.5551
H7 9.1957 14.9874 -48.1669  0.0740
Br4 5.2425 10.0665 -55.5092  0.5561
H8 8.9034 15.5345 -51.9491  0.0842
C4 11.2671 13.9724 -44.8462  -0.4096
C5 8.1540 9.9205 -51.4148  -0.5709
H9 5.0549 10.0460 -53.0063  -0.0478
F2 13.5396 13.2255 -44.6988  0.1733
H10 9.1580 13.5919 -50.3082  0.0529
Br5 2.7345 10.7948 -53.6162  0.5483
Br6 11.6267 10.9215 -52.4166  0.6269
F3 9.0453 9.0423 -50.9628  0.1584
O3 10.3277 14.4871 -44.3181  0.1716
O4 8.1493 12.2784 -51.5078  -0.0251
C6 8.9117 14.4712 -52.1852  -0.0585
F4 12.4544 13.5929 -42.8594  0.1669
F5 6.9266 9.4785 -51.1279  0.1714
F6 8.2663 9.9931 -52.7439  0.1417
C7 10.1472 13.5260 -46.8814  -0.2225
C8 8.4384 11.2640 -50.7330  -0.4396
H11 8.3403 14.4006 -53.1144  0.0716
C9 8.3688 13.6049 -51.0547  -0.2248
C10 12.3727 11.3700 -50.6657  -1.5217
H12 10.8676 15.2464 -47.9087  0.0679


Question: Number 6 is which compound?
Answer: C10H12Br6F6O4


Please write out number 5 again, unchanged.
Here is a cluster of 2 separate species, C10H12BN2O4P in total from the Open Molecules 2025 dataset. Energies are from ωB97M-V/def2-TZVPD.

Results
**E**: -31700.256 eV
**HOMO-LUMO gap**: 8.05 eV

Each line ends with the Löwdin charge.
CARTESIAN COORDINATES (ANGSTROEM)
H1 4.7975 0.8237 3.4472  -0.0315
H2 -3.2053 -3.6707 0.8166  0.1021
H3 -6.4918 -1.9363 -1.3131  0.1051
O1 1.9922 1.0821 -2.5461  0.1928
N1 -2.7290 -2.1150 -0.4358  0.0537
O2 4.6029 3.9512 -0.3922  0.1570
C1 3.3215 2.0661 0.4565  -0.1966
C2 2.5799 1.5579 -1.6311  -0.3853
P1 3.6984 2.2341 2.2241  0.7417
H4 -4.8556 -0.3620 -2.3576  0.1015
H5 -0.2063 0.8238 -0.6069  0.0663
O3 2.2452 -1.0283 0.9995  0.1726
C3 3.8852 3.0169 -0.5543  -0.4446
B1 1.6503 -0.0434 0.2920  -0.4778
C4 0.1389 -0.0905 -0.1281  -0.0048
H6 -2.4594 -0.5506 -1.7366  0.0977
C5 -4.9668 -2.9269 -0.1658  -0.0744
C6 -5.4390 -1.9867 -1.0673  -0.0805
C7 2.5554 1.1729 -0.1728  0.0285
O4 3.4340 2.6368 -1.7971  0.1495
H7 2.6011 3.0222 2.6158  0.0107
H8 0.0382 -0.9236 -0.8290  0.0792
H9 -5.6335 -3.6312 0.3127  0.1005
C8 -4.5346 -1.1125 -1.6482  -0.0711
C9 -3.6086 -2.9487 0.1148  -0.1549
N2 3.8874 0.9097 3.0152  -0.2816
H10 4.7597 3.1498 2.1706  0.0139
H11 -0.4836 -0.3270 0.7389  0.0710
H12 1.6215 -1.5757 1.4795  0.1139
C10 -3.1957 -1.2180 -1.3015  -0.1547


Question: Which value of E does entry 1 give?
Answer: -20222.475 eV